(1)
The following is a quantum chemistry calculation of a molecular structure, C36H49B2BrHfIN7O9P2S3, from the Open Molecules 2025 dataset.

```
111
Properties=species:S:1:pos:R:3:lowdin_charge:R:1
Hf 0.865 0.159 0.587 1.3873
C -1.533 -4.900 3.285 -0.0378
C -0.581 -5.028 2.092 -0.5406
C -0.501 -6.495 1.675 -0.0531
C 0.829 -4.546 2.441 -0.0353
N -1.121 -4.226 0.961 0.0228
C -1.549 -4.745 -0.251 -0.0269
C -1.927 -3.717 -1.031 -0.0473
N -1.744 -2.554 -0.315 0.0497
B -1.777 -1.142 -0.886 -0.7121
N -1.863 -1.191 -2.414 0.0223
C -2.925 -0.719 -3.163 -0.0874
C -2.517 -0.576 -4.431 -0.0496
N -1.196 -0.987 -4.510 0.0100
C -0.802 -1.387 -3.259 -0.6972
S 0.606 -2.142 -2.761 0.7096
C -0.317 -0.796 -5.694 -0.5500
C 0.752 0.242 -5.333 -0.0291
C 0.315 -2.127 -6.114 -0.0493
C -1.152 -0.273 -6.860 -0.0571
N -2.939 -0.303 -0.349 0.0310
C -3.973 -0.678 0.474 -0.0491
C -4.696 0.421 0.760 -0.0537
N -4.102 1.503 0.126 0.0101
C -3.009 1.044 -0.555 -0.7052
S -1.900 1.873 -1.526 0.5870
C -4.629 2.893 0.139 -0.5441
C -5.110 3.243 -1.272 -0.0300
C -5.804 2.974 1.112 -0.0492
C -3.543 3.871 0.598 -0.0495
C -1.248 -2.874 0.903 -0.6455
S -1.012 -1.706 2.109 0.7615
H -1.125 -5.446 4.136 0.0901
H -2.513 -5.315 3.038 0.0880
H -1.655 -3.856 3.564 0.0350
H -0.093 -7.064 2.508 0.0910
H 0.167 -6.624 0.821 0.0933
H -1.483 -6.905 1.437 0.0840
H 1.290 -5.230 3.154 0.0933
H 0.820 -3.552 2.876 0.0505
H 1.454 -4.510 1.549 0.0870
H -1.549 -5.796 -0.465 0.1135
H -2.314 -3.711 -2.034 0.1278
H -0.727 -0.496 -0.478 0.0311
H -3.881 -0.507 -2.719 0.1241
H -3.070 -0.234 -5.285 0.1112
H 1.396 -0.120 -4.535 0.0546
H 0.275 1.167 -5.000 0.0924
H 1.371 0.459 -6.204 0.0886
H 0.851 -2.577 -5.287 0.0170
H 1.013 -1.952 -6.932 0.0879
H -0.460 -2.819 -6.452 0.0882
H -1.569 0.712 -6.645 0.0863
H -1.958 -0.965 -7.110 0.0866
H -0.501 -0.184 -7.728 0.0904
H -4.101 -1.697 0.795 0.1260
H -5.587 0.505 1.352 0.1097
H -5.933 2.587 -1.564 0.0896
H -4.295 3.136 -1.984 0.0488
H -5.459 4.276 -1.292 0.0910
H -6.627 2.325 0.813 0.0842
H -6.172 3.998 1.114 0.0923
H -5.494 2.719 2.128 0.0835
H -2.753 3.951 -0.141 0.0060
H -3.106 3.541 1.542 0.0698
H -3.983 4.860 0.734 0.0922
O 3.553 -2.387 -0.833 -0.0912
P 3.012 -1.868 0.555 0.2430
O 3.609 -2.543 1.694 -0.2098
O 1.482 -1.727 0.514 -0.4207
O 3.464 -0.252 0.566 -0.2885
P 3.307 0.751 -0.713 0.1963
O 3.391 2.129 0.129 -0.1814
O 4.339 0.647 -1.734 -0.2129
O 1.823 0.652 -1.083 -0.4567
H 3.130 -2.023 -1.633 0.0455
H 4.270 2.522 0.014 0.1027
C -2.335 2.428 4.693 -0.0584
C -2.560 1.135 3.896 -0.1820
C -1.855 1.188 2.634 -0.2198
N -1.215 1.226 1.684 0.0610
H -2.876 2.378 5.636 0.0817
H -2.689 3.292 4.132 0.0748
H -1.275 2.563 4.909 0.0765
H -3.621 0.961 3.705 0.1164
H -2.174 0.263 4.430 0.1240
O 1.697 2.096 3.196 0.0984
B 1.409 0.852 2.607 -0.6397
O 1.307 -0.095 3.637 0.0861
C 1.529 0.555 4.817 -0.2060
C 1.514 0.060 6.103 0.0122
C 1.776 0.967 7.125 -0.0899
C 2.026 2.308 6.855 -0.0924
C 2.020 2.806 5.555 0.0034
C 1.770 1.900 4.546 -0.2135
H 1.315 -0.986 6.292 0.1221
H 1.790 0.621 8.150 0.1008
H 2.231 2.984 7.675 0.1005
H 2.206 3.851 5.350 0.1186
Br -0.448 6.466 -0.950 0.7193
C 1.098 6.238 0.116 -0.7349
C 1.823 7.370 0.457 -0.1385
C 2.946 7.253 1.259 -0.0840
C 3.327 6.008 1.735 -0.0800
C 2.601 4.878 1.389 -0.1394
C 1.492 4.982 0.560 -0.5912
I 0.402 3.229 -0.069 1.1615
H 1.500 8.334 0.089 0.0977
H 3.518 8.136 1.512 0.1056
H 4.195 5.913 2.374 0.1060
H 2.890 3.905 1.762 0.0795
```

Output
**Total charge**: 0
**Molar mass**: 1288.90 u
**Orbital gap**: 7.210 eV
**Spin multiplicity**: 1
**Calculated total energy**: -7308.97393 Ha



(2)
The following is a quantum chemistry calculation of 10 unconnected molecules or ions with the total composition C36H49BrFN13O, from the Open Molecules 2025 dataset.

```
101
Properties=species:S:1:pos:R:3:lowdin_charge:R:1
C -0.640 1.940 -3.747 -0.1231
C -0.248 1.174 -2.314 -0.1695
C 1.330 1.520 -2.040 -0.1873
F 1.602 3.001 -1.892 -0.0992
C 2.071 0.637 -0.890 -0.2640
C 3.370 1.577 -0.396 -0.2137
N 4.356 2.346 0.007 0.1210
C 2.834 -0.708 -1.532 -0.5269
Br 4.486 0.030 -2.476 0.7105
C 1.977 -1.479 -2.688 -0.2666
C 2.804 -2.890 -3.017 -0.1472
C 1.239 0.298 0.467 -0.2726
C 2.423 0.083 1.635 -0.1082
N 3.271 -0.109 2.616 0.1301
C 0.530 -1.218 0.346 -0.1267
C -0.970 -1.470 -0.244 -0.0195
C -1.741 -2.925 -0.388 -0.0050
C -0.768 -4.177 0.148 -0.0544
C 0.707 -3.724 0.679 -0.1071
N 1.336 -2.384 0.809 0.0409
N 0.160 1.220 0.895 -0.1042
C -0.552 0.849 2.168 -0.0578
C 0.514 2.666 1.048 -0.2733
C 1.651 3.349 2.005 -0.0403
O -0.267 3.547 0.359 -0.0482
H -0.413 1.217 -4.666 0.0827
H 0.035 2.887 -3.913 0.0778
H -1.784 2.238 -3.775 0.0842
H -0.964 1.622 -1.504 0.1096
H -0.390 0.030 -2.524 0.0977
H 1.885 1.262 -3.068 0.1401
H 3.278 -1.412 -0.687 0.1198
H 0.887 -1.781 -2.386 0.0937
H 1.928 -0.861 -3.700 0.1122
H 2.135 -3.811 -2.675 0.0747
H 3.805 -2.985 -2.391 0.0777
H 3.064 -2.919 -4.167 0.0418
H -1.595 -0.512 -0.564 0.0588
H -2.830 -3.070 -0.791 0.0742
H -1.151 -5.302 0.131 0.0650
H 1.397 -4.639 1.023 0.1042
H -0.568 1.806 2.877 0.1174
H -0.101 -0.033 2.782 0.1150
H -1.692 0.630 1.907 0.0965
H 1.817 4.468 1.632 0.1055
H 2.698 2.831 2.002 0.0609
H 1.207 3.410 3.088 0.0759
C -0.157 -8.077 -2.090 -0.0782
C -0.733 -6.718 -2.453 -0.2076
N -1.210 -5.591 -2.755 0.1057
H 0.935 -8.031 -2.089 0.0764
H -0.502 -8.374 -1.095 0.0716
H -0.482 -8.826 -2.817 0.0766
C 2.886 6.588 4.317 -0.0876
C 3.014 5.116 4.674 -0.2051
N 3.120 3.895 4.970 0.1027
H 2.646 6.695 3.255 0.0696
H 2.090 7.048 4.910 0.0642
H 3.827 7.105 4.522 0.0707
C -4.655 -0.686 2.948 -0.1328
C -4.157 -0.677 1.512 -0.1728
N -3.743 -0.670 0.321 0.0909
H -4.791 0.340 3.302 0.0786
H -5.611 -1.213 3.008 0.0662
H -3.929 -1.192 3.591 -0.0197
C -1.572 5.810 -1.801 -0.0851
C -2.448 6.557 -2.794 -0.2155
N -3.174 7.177 -3.618 0.0698
H -0.954 5.077 -2.327 0.0623
H -0.920 6.513 -1.276 0.0776
H -2.198 5.290 -1.070 0.0723
C -3.675 -5.820 1.936 -0.0663
C -4.066 -4.509 2.599 -0.1411
N -4.391 -3.422 3.148 0.1322
H -4.195 -5.925 0.980 0.0795
H -2.596 -5.841 1.759 0.0458
H -3.945 -6.660 2.583 0.0774
C -5.490 -2.149 -3.015 -0.0799
C -5.362 -3.621 -2.657 -0.2161
N -5.256 -4.842 -2.361 0.0741
H -5.730 -2.043 -4.076 0.0750
H -6.285 -1.689 -2.422 0.0773
H -4.548 -1.632 -2.809 0.0658
C 3.624 10.492 3.852 -0.0793
C 2.674 10.149 4.988 -0.2143
N 1.887 9.865 5.931 0.0921
H 4.638 10.620 4.239 0.0780
H 3.624 9.688 3.111 0.0693
H 3.307 11.421 3.369 0.0771
C -2.138 -3.664 6.232 -0.0710
C -2.713 -2.305 5.868 -0.1784
N -3.191 -1.177 5.566 0.1015
H -1.045 -3.618 6.232 0.0788
H -2.482 -3.960 7.226 0.0774
H -2.462 -4.413 5.504 0.0599
C 4.659 -2.899 -7.680 -0.0763
C 4.875 -2.390 -6.264 -0.1801
N 5.055 -1.968 -5.090 0.0914
H 4.783 -3.985 -7.710 0.0752
H 3.649 -2.647 -8.017 0.0755
H 5.385 -2.439 -8.357 0.0761
```

Output
**Total charge**: 0
**Molar mass**: 778.78 u
**Orbital gap**: 8.575 eV
**Spin multiplicity**: 1
**Structure (SMILES)**: CC[C@@H](F)[C@](C#N)([C@H](Br)CC)[C@](C#N)(c1ccccn1)N(C)C(C)=O.CC#N.CC#N.CC#N.CC#N.CC#N.CC#N.CC#N.CC#N.CC#N
**Calculated total energy**: -4861.18900 Ha



(3)
The following is a quantum chemistry calculation of a molecular structure, C36H49IN2S2Sn, from the Open Molecules 2025 dataset.

```
91
Properties=species:S:1:pos:R:3:lowdin_charge:R:1
Sn 0.189 -1.186 1.331 0.7893
C 3.455 -1.613 0.880 -0.0376
C 3.313 -2.652 0.019 -0.0248
C 2.701 -2.060 -1.295 -0.0282
C 2.510 -0.741 -1.062 -0.0318
C 3.008 -0.395 0.257 -0.1597
C 3.255 0.973 0.739 -0.5516
C 3.204 1.096 2.264 -0.0351
C 2.311 1.998 0.101 -0.0280
C 4.716 1.224 0.246 0.0204
C 2.316 -2.697 -2.605 -0.5195
C 1.017 -3.508 -2.383 -0.0078
C 3.418 -3.580 -3.212 -0.0236
C 1.988 -1.621 -3.654 -0.0481
C 3.783 -4.033 0.379 -0.5197
C 2.854 -5.172 -0.061 -0.0271
C 3.962 -4.163 1.902 -0.0413
C 5.186 -4.203 -0.264 -0.0017
H 3.899 -1.658 1.859 0.1163
H 2.158 -0.013 -1.771 0.1149
H 2.171 1.024 2.612 0.0530
H 3.598 2.066 2.565 0.1024
H 3.788 0.327 2.767 0.0858
H 1.272 1.733 0.315 0.0691
H 2.445 2.063 -0.979 0.0911
H 2.510 2.983 0.520 0.1015
H 5.418 0.542 0.727 0.1022
H 4.981 2.247 0.513 0.1087
H 4.799 1.113 -0.835 0.1018
H 1.119 -4.287 -1.632 0.0601
H 0.736 -3.979 -3.325 0.1063
H 0.205 -2.842 -2.085 0.0614
H 3.658 -4.452 -2.614 0.0565
H 4.328 -2.997 -3.364 0.1031
H 3.082 -3.935 -4.185 0.1000
H 1.109 -1.036 -3.375 0.0793
H 1.765 -2.111 -4.600 0.0991
H 2.833 -0.950 -3.816 0.1007
H 1.856 -5.037 0.365 0.0907
H 3.251 -6.113 0.316 0.1013
H 2.769 -5.271 -1.137 0.0599
H 3.048 -3.893 2.435 0.0721
H 4.779 -3.546 2.276 0.0917
H 4.202 -5.197 2.143 0.1005
H 5.166 -4.117 -1.348 0.0656
H 5.563 -5.193 -0.004 0.1056
H 5.875 -3.455 0.129 0.0978
S -1.946 -0.168 2.401 0.6755
C -2.697 0.801 1.233 -0.6104
N -3.685 1.606 1.574 -0.0771
C -4.382 2.369 0.538 -0.0681
C -3.361 2.875 -0.445 -0.0752
N -2.643 1.728 -1.001 -0.0764
C -2.344 1.797 -2.439 -0.1022
C -3.624 1.859 -3.241 -0.2350
C -3.981 3.016 -3.923 -0.0468
C -5.187 3.077 -4.608 -0.0566
C -6.042 1.986 -4.607 -0.0592
C -5.689 0.829 -3.924 -0.0592
C -4.484 0.764 -3.245 -0.0383
C -2.314 0.714 -0.218 -0.6487
S -1.520 -0.650 -0.811 0.6553
C -4.137 1.817 2.952 -0.1045
C -3.528 3.044 3.611 -0.2075
C -2.162 3.316 3.580 -0.0503
C -1.645 4.387 4.292 -0.0676
C -2.483 5.203 5.038 -0.0623
C -3.847 4.957 5.047 -0.0557
C -4.365 3.886 4.334 -0.0344
H -4.906 3.197 1.008 0.1481
H -5.110 1.727 0.034 0.1548
H -2.653 3.552 0.042 0.1521
H -3.852 3.408 -1.255 0.1355
H -1.757 0.927 -2.712 0.0751
H -1.742 2.693 -2.612 0.1423
H -3.311 3.869 -3.933 0.1188
H -5.461 3.981 -5.135 0.1150
H -6.982 2.033 -5.139 0.1150
H -6.355 -0.024 -3.920 0.1133
H -4.202 -0.147 -2.725 0.1106
H -3.918 0.929 3.542 0.0991
H -5.219 1.936 2.918 0.1368
H -1.486 2.700 3.003 0.0846
H -0.579 4.575 4.275 0.1087
H -2.074 6.028 5.605 0.1144
H -4.511 5.594 5.615 0.1160
H -5.434 3.703 4.347 0.1188
I 0.922 -1.750 4.276 0.7982
C -0.133 -2.909 2.788 -0.7906
H -1.147 -3.075 3.137 -0.0370
H 0.403 -3.841 2.651 -0.0476
```

Output
**Total charge**: +2
**Energy relative to the best compared isomer or geometry (same formula, charge and spin)**: 34.0 kcal/mol
**Molar mass**: 819.55 u
**Orbital gap**: 5.715 eV
**Spin multiplicity**: 1
**Calculated total energy**: -2818.49719 Ha